A cluster of 3 separate species, C21H36NO6 in total at a distorted geometry, computed with ωB97M-V/def2-TZVPD.

Geometry as XYZ:
```
64
Properties=species:S:1:pos:R:3:forces:R:3:nbo_charge:R:1
O 1.47349 2.74606 -3.41140 0.20 0.36 0.61 -0.55
O 1.14129 -1.76142 5.16591 -0.29 0.22 -0.50 -0.56
O 0.23025 5.50007 -3.00535 0.41 -0.09 -0.41 -0.55
O 0.88628 4.40110 -5.78728 -0.48 0.57 -0.02 -0.54
O -0.55783 -3.34856 6.98873 -0.71 0.13 0.19 -0.55
O -1.81363 -2.09457 4.49319 0.40 -0.23 0.40 -0.54
N 1.98753 -3.19809 -0.18570 -4.17 2.09 -1.50 -0.55
C -0.66826 -2.71650 -0.08159 2.09 0.10 -0.20 -0.35
C -2.39876 -1.27869 -3.46612 0.86 0.14 0.47 -0.49
C 1.98633 -2.09966 4.07698 0.10 -0.10 0.21 -0.26
C 0.28926 2.99518 -2.66039 -0.22 0.12 -0.45 -0.10
C 2.63485 2.55366 -2.61863 -0.07 -0.23 -0.45 -0.25
C -1.33087 -4.05148 6.02145 0.13 0.32 -0.29 -0.09
C 1.43831 5.68038 -3.76047 -0.11 -0.04 0.20 -0.08
C -1.20414 -1.03890 5.24291 -0.18 0.14 -0.07 -0.08
C -1.25260 -3.40933 4.63016 -0.01 0.11 -0.15 -0.08
C -1.81206 -2.75767 -3.88599 3.86 -7.84 -1.87 0.01
C -0.24398 4.46400 -6.64440 0.32 -0.27 0.06 -0.25
C -1.28035 -2.99728 8.15949 0.42 -0.11 -0.18 -0.25
C 0.67572 -3.43726 0.48088 -1.08 3.40 -4.02 -0.03
C -1.17661 -4.00655 -4.15005 -5.25 7.55 1.74 -0.40
C 0.75396 -1.42342 -2.03531 -0.51 -2.88 3.52 -0.35
C -0.75714 -1.65168 -1.35314 1.98 -0.75 0.24 0.06
C -2.12634 -0.91804 -1.87898 1.69 -3.76 1.03 -0.56
C 1.96570 -2.27014 -1.35232 -2.28 0.72 -0.07 0.00
C -0.44995 4.24854 -3.14317 -0.25 -0.13 0.11 -0.08
C 0.24730 -0.68550 4.89820 -0.15 -0.38 0.27 -0.09
C 1.30509 5.66743 -5.28895 -0.08 -0.29 0.34 -0.09
H -2.38520 -4.13279 6.32417 0.16 0.14 0.04 0.17
H 1.80959 6.67003 -3.47305 -0.19 0.05 -0.08 0.18
H 2.80028 1.48389 -2.46811 0.06 0.02 0.23 0.19
H -1.83150 -4.03941 3.94624 -0.12 0.11 0.12 0.19
H 2.28468 5.87952 -5.72691 0.14 0.18 0.12 0.17
H 0.08978 4.56531 -7.68215 -0.18 0.11 -0.06 0.17
H -0.81417 4.13066 -4.16352 0.22 -0.16 -0.06 0.17
H 0.61457 -4.17796 1.38362 0.27 1.55 -1.95 0.20
H 2.15750 -3.17854 4.10304 0.02 0.04 0.04 0.18
H -1.17251 -3.79000 8.90686 -0.20 0.04 0.10 0.17
H -1.33034 -1.21673 6.31068 0.27 -0.10 0.05 0.17
H 0.62357 6.47278 -5.60009 -0.02 -0.21 0.04 0.17
H -0.23513 -3.42355 4.23788 0.05 0.01 0.27 0.19
H 3.02769 -2.10589 -1.87726 -2.47 -0.54 1.44 0.18
H -1.91636 -0.38103 -4.08536 -0.88 -2.43 0.84 0.22
H -1.68637 -2.96086 0.48644 2.37 0.60 -1.37 0.21
H -3.55149 -1.27705 -3.68060 2.27 -0.14 0.38 0.23
H 0.30623 -0.35431 3.85615 0.02 -0.18 0.00 0.19
H 2.20060 4.97983 -3.41776 -0.08 -0.16 -0.26 0.18
H -2.99970 -1.36400 -1.19933 1.76 0.73 -1.49 0.16
H -0.92217 5.28445 -6.38318 0.11 -0.01 -0.02 0.17
H -0.36676 2.12993 -2.80501 -0.21 0.11 0.21 0.21
H 1.54727 -1.85325 3.10671 0.01 0.02 0.03 0.20
H 0.91053 -0.70232 -2.97261 -0.25 -1.87 2.31 0.23
H -2.34108 -2.81043 7.95638 0.07 -0.08 -0.01 0.17
H 3.48937 2.96044 -3.16477 0.00 -0.03 -0.06 0.17
H -1.08847 -5.18372 -4.32768 -0.20 3.46 0.55 0.26
H -1.35703 4.34687 -2.53091 0.27 0.01 0.06 0.19
H 0.49524 3.08136 -1.58839 0.12 0.01 -0.08 0.17
H -1.81393 -0.14942 5.03246 0.12 -0.16 -0.18 0.18
H 0.55890 0.15187 5.53197 -0.21 0.19 -0.01 0.17
H -0.84937 -2.07752 8.56127 0.06 -0.07 -0.01 0.19
H 2.57949 3.06472 -1.65391 -0.10 -0.04 0.01 0.17
H -0.92800 -5.06658 5.96097 -0.07 -0.11 -0.21 0.18
H 2.94915 -1.59561 4.19255 0.06 0.03 -0.19 0.17
H -0.79767 3.52763 -6.54544 0.11 0.00 -0.02 0.19
```
Positions in Å, forces in eV/Å.

Output
HOMO level = -3.003 eV
LUMO = 2.58 eV
Total charge = -1
Frontier orbital gap = 5.59 eV
Spin multiplicity = 1

=====

A structure of composition C21H36P2PbS at a distorted geometry, computed with ωB97M-V/def2-TZVPD.

Geometry as XYZ:
```
61
Properties=species:S:1:pos:R:3:forces:R:3:nbo_charge:R:1
Pb -2.41295 -0.69293 2.47083 0.57 0.77 0.55 0.98
S -0.67255 0.99799 3.52747 -0.23 0.98 -1.22 -0.28
P -0.43362 -2.00034 -2.50464 1.21 0.55 -1.80 1.42
P -0.14038 2.04292 -2.76052 1.01 -0.92 -1.52 1.56
C 2.40708 1.10937 -0.12184 1.35 -0.79 -1.04 -0.42
C -0.66152 0.65294 5.21962 -0.17 -0.45 1.07 -0.17
C -0.89858 -0.61605 -3.62964 -0.55 -0.55 -0.49 -0.73
C -1.87553 0.51436 5.93191 0.67 -0.19 -0.33 -0.26
C -0.84863 -2.06584 3.22789 -0.07 -0.98 -0.35 -1.16
C 0.12020 0.52835 -3.74021 0.24 0.66 -0.91 -0.81
C 2.04284 -0.79222 -1.88906 -1.35 -2.47 -0.75 -0.57
C 2.78908 0.37840 -1.44755 1.01 0.76 0.56 -0.39
C 0.10801 -0.74251 -0.12835 0.55 -0.63 -0.25 -0.42
C -0.64457 -0.12571 7.91717 0.39 0.12 -0.32 -0.24
C 0.07499 1.83537 -0.99335 -0.27 -0.49 3.30 -0.57
C 0.62578 -2.96831 -3.66221 -0.53 -0.20 0.03 -0.96
C 0.57071 0.09993 7.24243 -0.52 0.16 -0.06 -0.20
C 0.56668 0.49793 5.90622 -0.48 -0.10 -0.03 -0.24
C -1.83845 -3.09852 -2.18032 -0.52 -0.23 -0.40 -0.98
C -1.72397 2.75281 -3.21976 -0.39 0.30 -0.51 -0.99
C -0.67105 0.50321 -0.53881 -0.29 0.96 -0.21 -0.39
C -1.85628 0.09915 7.25665 -0.02 -0.06 0.49 -0.21
C 1.36666 2.08480 -0.35833 -1.38 1.74 0.25 -0.59
C 1.12481 3.17210 -3.36939 -0.22 0.36 -0.39 -0.97
C 0.89048 -1.47646 -1.30021 1.44 0.76 2.65 -0.45
H 3.30097 1.65651 0.22961 -0.28 -0.26 -0.16 0.21
H -1.34439 0.80809 0.27880 0.32 -0.03 0.02 0.21
H 1.61067 3.13584 -0.17794 -0.23 -0.29 0.03 0.19
H 1.18509 -2.48166 -0.89341 -0.63 0.10 -0.19 0.19
H -2.08874 3.39461 -2.40569 0.05 -0.17 -0.19 0.25
H -0.00313 -1.82536 2.57226 -0.07 -0.12 0.20 0.23
H -1.91864 -0.27441 -3.38148 0.35 -0.06 -0.12 0.23
H 0.07440 -3.13593 -4.59651 0.06 -0.15 0.21 0.22
H -1.57663 3.36277 -4.12492 -0.30 -0.17 0.29 0.25
H -2.76190 -2.51930 -2.05852 0.24 -0.10 0.09 0.25
H -0.54828 -1.91334 4.26366 -0.14 0.05 -0.05 0.24
H 1.50087 0.68080 5.36884 -0.33 -0.16 0.16 0.23
H -0.60109 -1.47690 0.30222 -0.08 0.08 -0.40 0.17
H -2.79401 -0.04333 7.80511 0.33 0.07 -0.25 0.21
H -1.16597 -3.09724 3.04764 0.29 -0.09 0.19 0.20
H -2.45826 1.96353 -3.43364 0.16 0.28 0.14 0.25
H -2.80223 0.72885 5.39209 0.19 -0.10 0.33 0.21
H -0.59440 2.66769 -0.65765 0.14 -0.30 -0.23 0.23
H -1.96804 -3.78622 -3.02867 -0.06 0.10 0.22 0.24
H -0.62462 -0.45870 8.95517 -0.09 0.11 -0.28 0.21
H 2.57842 -1.36882 -2.67112 -0.23 0.09 0.76 0.17
H 1.52306 -0.02697 7.75773 -0.27 -0.01 -0.08 0.21
H 0.17192 0.86595 -4.79175 -0.20 -0.09 0.21 0.23
H -0.94779 -1.09415 -4.62958 -0.21 0.28 0.44 0.24
H 1.14037 0.17083 -3.48268 -0.44 0.10 0.22 0.33
H 0.88391 -3.93434 -3.20988 0.02 0.17 -0.11 0.24
H 2.03962 2.63661 -3.64466 -0.25 0.08 0.23 0.27
H -1.36419 0.22624 -1.34584 -0.24 -0.17 -0.01 0.15
H -1.66091 -3.69768 -1.28023 0.06 0.19 -0.10 0.26
H 1.54007 -2.41805 -3.90848 -0.30 -0.06 0.25 0.27
H 2.19893 0.35103 0.65450 0.39 0.21 -0.13 0.16
H 0.72640 3.68010 -4.25565 0.15 -0.05 0.07 0.23
H 1.36263 3.91499 -2.60037 0.00 -0.24 0.00 0.28
H 0.77312 -0.54711 0.71663 -0.10 0.11 -0.36 0.25
H 3.83823 0.03749 -1.35270 -0.10 0.25 -0.15 0.19
H 2.76536 1.12680 -2.26889 0.41 0.36 0.42 0.14
```
Positions in Å, forces in eV/Å.

Output
HOMO level (spin up / spin down) = -4.294 / -4.295 eV
LUMO (spin up / spin down) = -0.75 / -0.75 eV
Frontier orbital gap (spin up / spin down) = 3.54 / 3.54 eV
Energy above the lowest of the compared OMol25 structures with the same formula, charge and spin = 129.0 kcal/mol
Spin multiplicity = 1

=====

A structure of composition C21H37AsCrN2O10SSi4, computed with ωB97M-V/def2-TZVPD.

Geometry as XYZ:
```
77
Properties=species:S:1:pos:R:3:forces:R:3:mulliken_spin:R:1
As -2.54533 2.73785 0.26065 0.06 -0.14 0.02 0.01
Cr 0.20641 1.17434 -0.43323 -0.34 0.27 0.46 3.31
S 0.35206 2.39159 2.06972 0.06 -0.13 0.01 -0.02
Si -2.44224 -1.60307 -0.69534 0.05 -0.04 0.02 -0.02
Si 0.88997 -2.07018 -2.51833 0.05 0.07 -0.05 0.01
Si -0.11730 -1.33480 -0.54433 0.07 0.13 -0.24 -0.16
Si 0.52117 -2.67350 1.27870 -0.01 0.03 -0.01 -0.02
O -2.37921 4.15310 -0.50263 -0.06 0.13 -0.08 0.00
O -4.23536 2.19453 0.18560 -0.02 -0.05 0.05 0.00
O 0.38497 0.95487 1.64561 0.07 -0.04 -0.11 -0.02
O 5.30437 4.67065 -1.96623 -0.02 -0.09 -0.10 0.00
O 1.12384 3.85691 -3.19252 -0.11 -0.13 -0.04 0.01
O 1.38325 2.72183 3.01293 0.00 0.01 -0.03 0.00
O 3.39037 5.03674 -3.05656 0.26 0.01 0.05 0.00
O 0.29299 3.17898 0.83458 0.02 0.02 -0.02 0.02
O -1.71265 1.36670 -0.26679 0.18 -0.14 -0.09 -0.05
O 0.17308 2.04420 -2.24619 0.16 0.16 0.08 -0.02
N 2.28906 1.55709 -0.71904 -0.37 0.15 0.06 -0.06
N 4.25279 2.48554 -0.62332 -0.05 0.06 -0.03 0.00
C 3.53088 3.22186 -1.53643 0.22 -0.10 0.13 -0.02
C -1.20625 2.62518 2.89919 0.10 -0.03 -0.02 0.00
C 1.10957 2.90084 -2.41089 -0.24 -0.20 -0.05 0.00
C 4.15598 4.37375 -2.22301 -0.06 0.27 0.16 0.00
C 0.97490 -4.40352 0.67008 0.02 0.01 0.00 -0.02
C -3.56056 2.95763 4.30885 0.05 0.00 0.01 0.00
C -3.57810 2.91993 2.92174 -0.02 -0.01 0.01 0.00
C -2.84012 -3.44768 -0.88477 -0.06 0.01 -0.03 -0.02
C -2.40234 2.75037 2.19716 -0.14 0.07 0.02 0.00
C -2.36225 2.83165 4.99368 -0.04 -0.01 -0.03 0.00
C 3.87218 0.51385 0.89164 -0.05 -0.01 -0.04 -0.01
C -0.87775 -2.87829 2.52396 0.06 0.00 0.05 0.00
C 2.30649 2.63789 -1.57376 0.19 -0.35 -0.09 0.03
C -3.16516 -0.77530 -2.22619 -0.04 -0.01 0.05 0.00
C -1.18238 2.66696 4.28552 0.03 -0.01 0.01 0.00
C -3.31045 -0.99209 0.86552 -0.02 -0.05 -0.01 0.00
C 2.74817 -1.72738 -2.44412 -0.02 -0.03 -0.01 0.00
C 0.70510 -3.90358 -2.93546 0.02 -0.02 0.04 -0.02
C 0.17888 -1.08919 -3.95868 0.09 -0.04 -0.02 0.00
C 1.99123 -2.08187 2.30026 -0.01 -0.07 0.07 0.01
C 3.46932 1.50039 -0.13824 0.06 0.07 0.01 0.02
H -0.34119 -4.21242 -2.94911 -0.03 0.00 0.00 0.00
H 0.21685 -0.01524 -3.76608 -0.02 0.00 0.01 0.01
H -1.13172 -1.92521 2.99055 -0.01 0.03 -0.01 0.00
H -4.51671 3.01574 2.39433 0.02 -0.01 -0.03 0.00
H -3.05199 -1.40803 -3.10941 0.04 0.01 -0.01 0.00
H -4.09111 -0.27943 0.59756 -0.01 0.02 0.01 0.00
H 1.20778 -5.05067 1.52109 0.00 -0.01 0.00 0.00
H 3.22622 -2.32824 -1.66530 0.00 0.02 0.02 0.00
H -2.46259 -4.04917 -0.05533 0.02 0.01 0.01 0.00
H -4.53984 2.27371 -0.72523 0.02 0.10 -0.04 0.00
H 4.65699 -0.14586 0.51733 0.01 0.01 0.00 0.00
H -2.62123 -0.47189 1.53089 0.01 -0.01 0.01 0.00
H -0.23164 2.58041 4.79242 0.01 0.00 0.00 0.00
H -4.23681 -0.61116 -2.07206 0.01 0.00 -0.01 0.00
H -2.40460 -3.83670 -1.80749 0.01 -0.04 -0.01 0.00
H 0.15921 -4.86075 0.10615 0.00 0.00 -0.01 0.00
H 2.94281 -2.23878 1.78761 -0.01 0.04 -0.03 0.00
H 1.12464 -4.09546 -3.92755 0.01 0.00 -0.01 0.00
H -0.53935 -3.56000 3.31130 -0.02 0.01 0.01 0.00
H 1.85426 -4.37158 0.02028 -0.04 0.00 0.03 0.00
H -1.78597 -3.29189 2.08695 -0.03 0.01 -0.04 0.00
H 2.01682 -2.67088 3.22315 0.03 0.01 -0.01 0.00
H 5.20521 2.70479 -0.37531 -0.02 -0.01 0.00 0.00
H -3.92307 -3.59977 -0.94000 0.00 0.01 0.01 0.00
H -4.48900 3.08829 4.85017 0.00 0.00 0.01 0.00
H -2.69356 0.18781 -2.41703 0.01 0.03 0.00 0.00
H 3.00149 -0.08436 1.14573 0.07 0.07 -0.04 0.01
H 2.46125 4.62692 -3.11266 -0.13 -0.06 -0.13 0.00
H 3.22334 -1.97545 -3.39778 0.01 0.00 0.00 0.00
H -2.34093 2.86548 6.07532 0.00 0.00 0.00 0.00
H -3.76633 -1.82124 1.41222 0.01 -0.02 0.01 0.00
H 4.22563 1.01218 1.79427 -0.01 0.02 0.01 0.00
H -0.86267 -1.35652 -4.14508 -0.02 0.00 0.02 0.00
H 1.23009 -4.53761 -2.21737 -0.03 0.03 -0.04 0.00
H 1.89702 -1.03039 2.57650 -0.04 -0.05 0.02 0.00
H 2.94306 -0.67417 -2.23001 -0.01 -0.01 0.00 0.01
H 0.74805 -1.29725 -4.87030 -0.01 0.01 -0.01 0.00
```
Positions in Å, forces in eV/Å.

Output
HOMO level (spin up / spin down) = -5.914 / -5.309 eV
LUMO (spin up / spin down) = 2.14 / 2.38 eV
Total charge = -1
Frontier orbital gap (spin up / spin down) = 8.05 / 7.69 eV
Energy above the lowest of the compared OMol25 structures with the same formula, charge and spin = 9.8 kcal/mol
Spin multiplicity = 4